Entry 1:
ORCA calculation (ωB97M-V/def2-TZVPD) on a molecular structure, C23H35F12I2N2O4P in a non-equilibrium geometry.

Results
- LUMO level: -0.01103 Ha
- Kohn-Sham gap: 7.409 eV
- HOMO energy: -7.71 eV

Structure (XYZ):
```
79
Properties=species:S:1:pos:R:3:forces:R:3
I -3.259 -4.100 0.302 0.017 -0.057 0.037
I -3.055 0.846 -0.428 0.093 0.081 0.052
P -1.289 -1.699 2.170 -0.379 -0.205 1.503
F 2.899 -1.424 2.557 0.072 -0.302 0.248
F 1.960 -2.065 0.018 -0.199 0.086 0.188
F 5.092 -0.162 1.788 0.238 0.039 0.378
F 1.003 -3.361 2.217 -0.146 0.033 -0.112
F 1.801 0.065 -0.391 0.134 -0.439 0.459
F 4.140 0.683 0.051 0.302 0.041 0.098
F -0.368 -0.953 -0.459 -0.258 0.149 0.073
F 2.505 0.677 2.148 -0.109 0.333 0.208
F -0.112 -3.527 0.376 -0.034 -0.056 0.055
F -0.025 0.598 1.083 -0.112 0.053 -0.036
F 4.468 -1.446 0.179 0.164 -0.305 -0.126
F -0.807 -4.523 2.157 0.103 0.014 0.055
O 0.617 -0.298 5.661 -0.110 -0.109 -0.332
O -1.598 -0.228 5.210 -0.114 0.329 -0.135
O -2.069 -3.003 5.768 0.128 -0.244 0.086
O 0.441 1.243 7.294 0.079 -0.082 0.153
N -2.112 -0.201 2.382 0.063 -0.195 -0.290
N 0.137 1.350 -3.889 -0.093 -0.137 -0.040
C -0.272 -3.368 1.715 0.071 0.153 -0.177
C 2.760 -0.519 1.595 -0.229 -0.226 -0.531
C -1.741 -3.535 4.480 0.022 -0.181 -0.068
C -0.032 -1.197 3.564 -0.017 0.176 -0.243
C 1.941 2.432 -1.815 -0.096 0.040 -0.022
C -3.291 -1.278 -0.219 -0.182 -0.330 -0.094
C -4.350 -1.687 -1.235 -0.014 0.114 -0.014
C 0.599 3.624 -6.285 -0.031 -0.024 -0.023
C 0.040 -0.764 0.847 0.677 -0.285 -0.069
C -0.291 2.461 -2.950 0.041 0.112 -0.070
C 0.254 2.136 -6.385 0.082 0.148 0.041
C 1.646 1.278 -4.023 -0.007 0.058 0.025
C -2.618 -2.067 0.627 0.051 0.145 -0.408
C -2.391 -2.656 3.401 -0.344 -0.069 -0.001
C 0.730 0.974 6.171 -0.163 0.121 0.003
C 1.310 1.949 5.180 0.112 0.162 0.077
C 2.353 1.246 -2.680 -0.039 0.097 -0.205
C -0.560 1.569 -5.233 -0.058 -0.155 -0.021
C -0.529 -0.550 4.828 0.389 -0.226 0.273
C 0.429 2.418 -1.625 0.109 -0.037 0.077
C 4.155 -0.372 0.882 -0.684 0.275 -0.189
C 1.617 -0.900 0.588 0.114 0.266 -0.110
C -0.361 0.044 -3.331 0.097 0.055 0.012
H 0.674 -1.964 3.876 -0.065 -0.030 -0.037
H -1.659 0.686 2.468 -0.038 0.054 0.030
H -1.715 -3.603 6.439 -0.080 0.174 -0.171
H -1.446 0.092 -3.258 0.001 0.018 0.040
H -4.751 -0.825 -1.766 0.042 -0.049 0.070
H 1.147 1.535 -6.559 -0.004 -0.012 0.035
H 1.851 0.376 -4.601 0.019 0.039 -0.057
H -0.368 1.984 -7.269 0.000 -0.017 -0.005
H -3.116 -0.179 2.384 0.066 -0.001 0.048
H 1.968 2.142 -4.598 -0.081 0.045 0.012
H 1.365 3.889 -7.012 -0.028 0.011 -0.027
H -3.001 -1.917 3.929 0.291 0.037 -0.039
H -0.278 4.238 -6.491 -0.015 0.000 0.054
H 0.647 2.058 4.315 0.066 -0.064 0.087
H -5.185 -2.190 -0.735 0.166 0.001 -0.082
H -0.652 -3.614 4.375 -0.093 0.125 0.016
H 0.093 3.268 -1.028 -0.020 0.051 -0.064
H 2.130 0.318 -2.166 0.127 0.090 -0.363
H 0.058 -0.130 -2.345 -0.089 0.033 -0.116
H -1.406 2.222 -5.021 -0.047 -0.053 0.012
H -1.367 2.342 -2.818 0.009 -0.012 -0.032
H 0.610 -0.401 3.163 -0.052 -0.108 0.042
H 0.973 3.912 -5.302 0.054 -0.019 -0.019
H 1.442 2.915 5.671 -0.060 -0.106 -0.133
H 3.430 1.249 -2.854 -0.016 0.026 -0.143
H -0.105 3.396 -3.480 0.048 -0.011 0.007
H -0.962 0.600 -5.521 0.057 -0.009 -0.019
H 2.422 2.383 -0.842 0.107 -0.012 -0.012
H 2.277 1.580 4.826 -0.159 0.003 -0.006
H -0.063 -0.754 -4.007 0.019 0.013 -0.026
H 0.133 1.531 -1.065 -0.046 0.090 0.003
H 2.257 3.367 -2.293 -0.016 -0.001 0.008
H -2.121 -4.562 4.392 0.013 0.144 0.011
H -3.113 -3.278 2.872 0.157 0.098 -0.067
H -3.932 -2.377 -1.976 -0.069 0.037 0.152
```
Positions in Å, forces in eV/Å.



Entry 2:
ORCA calculation (ωB97M-V/def2-TZVPD) on a molecular structure, C31H32Br2Cl3MoN8O2S3 in a non-equilibrium geometry.

Results
- LUMO level (alpha / beta): -0.14932 / -0.13819 Ha
- Multiplicity: 3
- Kohn-Sham gap (alpha / beta): 6.407 / 7.001 eV
- Relative energy (zero: lowest compared OMol25 entry of this formula, charge and spin): 3.3 kcal/mol
- HOMO energy (alpha / beta): -10.47 / -10.76 eV
- Charge: +1

Structure (XYZ):
```
82
Properties=species:S:1:pos:R:3:forces:R:3
Mo -0.654 1.060 -2.675 -0.609 -3.046 0.693
Br -0.977 3.294 -3.231 0.352 1.778 -0.348
Br 0.240 4.676 0.570 -0.010 -0.171 -0.100
Cl 4.554 -0.024 1.675 -0.183 -0.082 -0.120
Cl -0.948 -3.217 4.646 0.095 0.229 -0.362
Cl 3.903 -3.756 -2.222 0.470 0.097 0.250
S 3.399 -0.485 -4.091 -0.864 0.052 0.548
S 0.366 -1.109 -3.610 -0.256 0.824 0.065
S -1.457 -0.661 6.077 0.624 -0.167 0.820
O -0.969 -3.908 0.267 -2.192 0.330 0.841
O 2.653 -1.082 3.862 -0.690 -0.597 0.799
N 0.307 0.426 1.414 -1.070 0.558 -0.296
N -2.252 0.487 -2.990 2.376 -0.188 0.245
N -2.926 -4.646 1.257 0.594 -0.019 -0.328
N -3.491 4.134 0.122 -0.661 -0.712 0.291
N -0.578 0.707 -0.602 -0.779 -0.036 0.630
N -2.854 -2.640 0.023 -1.043 -0.507 0.457
N -4.670 3.360 -0.336 -0.193 1.761 0.060
N 1.697 0.897 -2.663 -0.391 -0.299 -0.773
C 3.186 2.557 -1.592 -0.334 -0.040 0.634
C 3.989 0.834 -3.130 -0.692 0.326 1.014
C 1.088 -0.358 6.562 -1.430 -0.011 -0.593
C 1.916 -3.013 1.137 -0.708 0.210 -0.380
C 2.233 -1.985 4.946 0.045 0.421 0.015
C -5.580 -0.727 -5.131 -0.403 0.866 0.174
C 3.639 -1.368 1.050 -0.314 -0.890 -0.652
C 0.979 -1.449 5.629 -0.252 -0.205 -0.231
C -1.003 0.901 1.583 0.065 -0.276 -0.259
C -4.060 0.974 -4.350 0.322 -0.035 -0.800
C 4.182 -2.031 -0.066 0.748 0.597 -0.376
C 2.417 -1.800 1.605 1.322 -0.416 -0.358
C 1.757 -1.104 2.745 -0.071 -0.629 1.060
C -0.158 0.128 6.904 0.926 0.321 0.041
C 5.306 1.121 -2.823 0.802 -0.142 -0.883
C 0.475 0.322 0.097 1.377 -0.252 -0.353
C 4.513 2.820 -1.330 1.204 1.089 0.472
C 2.428 -3.679 0.028 0.572 0.836 -0.723
C 2.923 1.501 -2.454 0.732 -0.347 -0.716
C 1.813 -0.179 -3.434 -0.157 0.151 0.178
C -3.309 -0.014 -3.688 -1.822 0.628 0.259
C 1.350 0.320 2.464 -0.281 1.648 -0.146
C -2.185 -3.740 0.516 1.783 -0.495 -1.141
C -5.155 0.604 -5.112 -0.556 1.114 -0.353
C -1.561 1.044 0.354 0.223 0.087 -0.555
C -3.799 -1.320 -3.619 0.827 -0.258 -0.313
C -0.355 -1.780 5.383 1.456 0.311 0.128
C 5.584 2.168 -1.974 -0.703 -0.100 0.400
C 3.551 -3.138 -0.646 -1.476 0.213 1.350
C -4.906 -1.668 -4.373 -0.233 -0.040 0.190
C 0.524 6.036 -0.650 0.126 0.116 0.684
H 0.903 0.800 3.347 0.101 -0.497 -0.055
H -3.259 -2.086 -3.071 -0.055 0.170 0.049
H 1.863 -4.473 -0.445 0.135 -0.109 0.279
H -5.494 4.013 -0.268 0.885 -1.189 -0.192
H 4.798 3.573 -0.574 -0.418 -0.283 -0.546
H -3.408 3.883 1.111 0.106 0.237 -0.415
H -0.329 0.934 7.617 -0.203 -0.205 -0.416
H -3.683 5.137 0.099 0.026 -0.305 -0.098
H 0.852 -1.680 3.039 0.327 0.380 -0.403
H -6.519 -0.947 -5.630 0.311 -0.283 -0.120
H -1.453 1.067 2.542 0.134 -0.031 0.225
H -2.352 -2.117 -0.674 0.002 -0.011 0.014
H 2.142 -3.018 4.592 -0.194 0.226 -0.175
H -2.566 1.356 0.042 0.643 -0.069 0.326
H 6.618 2.438 -1.787 -0.211 0.000 0.204
H 3.069 -1.972 5.657 -0.228 0.097 -0.254
H 2.044 0.052 6.887 -0.394 -0.146 0.041
H 1.395 -0.023 -0.356 -0.041 0.091 0.117
H -5.705 1.426 -5.660 0.576 -1.272 0.621
H 0.765 6.989 -0.220 0.061 0.132 -0.063
H 0.963 -3.355 1.547 0.299 -0.091 -0.080
H -3.923 -4.688 1.138 -0.099 0.206 0.001
H -5.287 -2.674 -4.309 0.031 -0.185 -0.085
H 5.112 -1.595 -0.483 -0.733 -0.477 0.116
H -4.517 3.196 -1.333 -0.092 0.129 0.306
H -3.878 -2.698 -0.063 0.999 0.261 0.028
H -3.704 2.011 -4.345 -0.170 -0.449 0.088
H 2.186 1.011 2.192 -0.500 -0.915 0.035
H 6.124 0.539 -3.267 -0.388 0.300 0.089
H 2.372 3.088 -1.059 0.587 -0.431 -0.404
H -2.496 -5.565 1.268 -0.008 0.309 0.164
H 0.242 5.890 -1.662 -0.160 -0.191 -0.539
```
Positions in Å, forces in eV/Å.



Entry 3:
ORCA calculation (ωB97M-V/def2-TZVPD) on a single C28H39N3O4 molecule.

Results
- SMILES: CCOc1cc(/C=C/C(=O)Nc2ccc(C(=O)NCCN(CC)CC)cc2)ccc1OCC(C)C
- LUMO level: -0.00003 Ha
- Kohn-Sham gap: 7.919 eV
- Relative energy (zero: lowest compared OMol25 entry of this formula, charge and spin): 31.6 kcal/mol
- HOMO energy: -7.92 eV

Structure (XYZ):
```
74
Properties=species:S:1:pos:R:3:forces:R:3
O 3.692 -2.646 -4.712 0.102 0.152 -0.153
O -5.089 5.152 4.836 0.272 -0.286 -0.095
O -0.817 1.750 -1.558 0.048 0.003 -0.109
O -3.823 3.002 5.332 -0.127 0.316 -0.254
N -0.214 -0.094 -0.345 -0.103 -0.101 0.433
N 5.924 -6.457 -4.632 0.106 -0.098 -0.076
N 2.787 -4.522 -3.846 -0.093 -0.312 0.183
C -0.839 1.121 -0.519 0.046 -0.039 -0.113
C 5.575 -7.772 -5.147 0.059 -0.106 0.158
C -4.335 5.191 2.503 -0.252 0.144 0.397
C 4.884 -5.817 -3.859 -0.152 0.112 -0.110
C -5.594 8.797 5.597 0.093 -0.304 0.046
C -4.158 0.580 5.203 0.141 0.403 0.033
C 5.232 -8.771 -4.048 0.016 0.165 -0.261
C -3.297 1.743 5.692 0.076 -0.476 0.061
C -2.941 3.367 1.750 -0.418 0.452 0.418
C -2.204 2.745 0.676 0.453 -0.601 -0.354
C -3.008 2.820 3.040 -0.008 0.050 0.045
C 1.637 -1.149 -3.361 0.143 -0.319 0.064
C 2.104 -2.397 -2.959 -0.046 0.292 0.125
C -3.719 3.437 4.046 -0.106 0.139 0.136
C -5.693 6.428 4.802 -0.052 0.537 0.281
C 1.803 -2.843 -1.675 0.013 0.060 -0.176
C 6.922 -4.244 -5.219 -0.122 -0.228 -0.127
C 3.605 -5.415 -4.630 0.457 -0.077 -0.007
C -4.403 4.654 3.781 0.060 -0.247 -0.085
C -4.782 7.523 5.379 -0.105 -0.121 -0.259
C 0.551 -0.825 -1.247 0.240 -0.190 -0.323
C -1.539 1.580 0.691 -0.361 0.526 0.177
C -3.581 7.801 4.480 -0.083 -0.160 0.263
C 6.502 -5.632 -5.686 0.136 0.079 0.014
C 0.861 -0.371 -2.528 -0.098 0.184 -0.014
C 1.041 -2.065 -0.829 -0.106 0.108 0.044
C 2.945 -3.177 -3.909 -0.151 -0.158 0.090
C -3.618 4.558 1.506 0.295 -0.427 -0.067
H 6.064 -3.597 -5.053 -0.051 0.104 0.048
H 3.884 -4.868 -5.534 -0.082 -0.142 0.004
H -2.189 3.289 -0.261 0.034 0.004 -0.097
H -4.417 7.161 6.346 -0.058 -0.022 -0.027
H -6.030 6.697 3.797 -0.024 -0.023 0.028
H -4.967 9.574 6.025 0.023 0.113 0.026
H -4.209 0.562 4.117 -0.018 -0.071 -0.080
H 0.823 -2.415 0.171 -0.013 -0.026 0.087
H -1.491 0.950 1.567 -0.045 -0.024 0.160
H -3.288 1.760 6.785 0.088 -0.010 -0.157
H 4.617 -6.482 -3.035 -0.023 0.099 0.057
H 1.894 -0.799 -4.349 0.032 0.047 -0.078
H -5.991 9.161 4.651 -0.066 0.100 -0.116
H -3.740 -0.359 5.555 0.034 -0.118 0.019
H 5.976 -8.720 -3.258 0.068 -0.019 0.113
H 7.391 -6.168 -6.036 -0.116 0.028 -0.076
H -2.937 8.548 4.940 0.093 0.084 0.006
H 6.458 -8.139 -5.680 -0.099 0.032 -0.058
H 0.494 0.588 -2.853 -0.010 0.004 -0.008
H 3.015 -6.293 -4.903 0.023 0.074 -0.056
H 4.250 -8.582 -3.622 -0.102 -0.029 0.097
H -5.168 0.686 5.591 -0.091 -0.027 0.035
H -0.323 -0.531 0.560 -0.033 0.180 -0.159
H 5.306 -4.910 -3.423 -0.106 -0.015 0.063
H 7.503 -4.316 -4.303 0.085 0.022 0.115
H 7.542 -3.786 -5.986 0.051 0.078 -0.047
H -6.427 8.617 6.272 -0.127 0.049 0.076
H 5.230 -9.777 -4.462 -0.050 -0.110 0.008
H -3.583 4.997 0.520 0.018 0.038 -0.113
H 2.200 -4.920 -3.131 -0.053 0.148 -0.095
H -3.904 8.179 3.512 -0.020 0.049 -0.148
H -4.841 6.113 2.269 -0.037 0.077 0.037
H -2.476 1.905 3.240 0.025 -0.124 0.099
H -6.577 6.330 5.442 0.068 0.025 -0.145
H -2.995 6.898 4.324 0.106 -0.016 -0.067
H 2.190 -3.785 -1.311 0.029 -0.065 0.028
H 4.750 -7.726 -5.880 0.082 -0.022 -0.033
H 5.820 -5.534 -6.549 0.063 -0.023 -0.003
H -2.262 1.637 5.343 -0.073 0.059 0.072
```
Positions in Å, forces in eV/Å.